1.
C3H4N2O2 in the gas phase. Source: the OMol25 dataset; level of theory: ωB97M-V/def2-TZVPD.

Each atom is followed by the atoms it is bonded to, with distances in Å.
Element x y z (Å)
1 N -0.60 -1.04 -0.22  N2 1.447, C8 1.350
2 N 0.24 0.14 -0.25  N1 1.447, C3 1.460, C4 1.254
3 C -0.19 1.31 -1.00  N2 1.460, H6 1.091, H7 1.093, H9 1.092
4 C 1.38 -0.08 0.23  N2 1.254, O11 1.154
5 H -1.39 -2.33 1.09  C8 1.105
6 H -0.39 0.99 -2.02  C3 1.091
7 H 0.58 2.08 -0.98  C3 1.093
8 C -0.74 -1.44 1.06  N1 1.350, H5 1.105, O10 1.232
9 H -1.11 1.69 -0.55  C3 1.092
10 O -0.22 -0.97 2.07  C8 1.232
11 O 2.45 -0.36 0.58  C4 1.154

The highest occupied orbital energy comes out at -9.12 eV. The value obtained for the lowest unoccupied orbital energy is -0.064 eV. For the frontier orbital gap, the calculation gives 9.052 eV. Its total charge is 0. As for the electronic energy: -376.6149 Ha. As for the energy above the lowest of the compared OMol25 structures with the same formula, charge and spin: 93.4 kcal per mole.

2.
C11H22BrNO4 in the gas phase. Source: the OMol25 dataset; level of theory: ωB97M-V/def2-TZVPD.

Each atom is followed by the atoms it is bonded to, with distances in Å.
Element x y z (Å)
1 C -1.79 -2.80 -0.78  C2 1.577, N31 1.490, H36 1.108, H37 1.108
2 C -0.69 -1.81 -0.24  C1 1.577, H15 1.106, H21 1.115, C38 1.559
3 H 1.36 -1.95 0.45  C38 1.107
4 C 0.60 1.63 -1.35  O7 1.423, H12 1.111, C13 1.569, H29 1.111
5 C -1.00 2.97 1.21  H10 1.109, O14 1.424, H30 1.110, C35 1.564
6 O 1.88 -0.52 -1.50  C13 1.413, C26 1.428
7 O 1.44 1.95 -0.25  C4 1.423, C18 1.414
8 H -1.67 1.07 2.07  C35 1.107
9 H -3.35 -2.09 -1.92  N31 1.017
10 H -1.34 3.87 1.76  C5 1.109
11 H 0.28 0.68 0.91  C18 1.112
12 H 0.60 2.52 -2.02  C4 1.111
13 C 1.06 0.40 -2.20  C4 1.569, O6 1.413, H17 1.116, H27 1.114
14 O 0.29 2.65 1.70  C5 1.424, C18 1.399
15 H -0.84 -0.79 -0.65  C2 1.106
16 H -2.24 1.36 0.43  C35 1.115
17 H 1.58 0.80 -3.10  C13 1.116
18 C 0.91 1.60 1.02  O7 1.414, H11 1.112, O14 1.399, C23 1.569
19 H 2.60 2.15 2.20  C23 1.110
20 H 0.75 -3.46 -0.32  C38 1.110
21 H -0.89 -1.72 0.85  C2 1.115
22 H 0.89 -2.07 -2.59  C26 1.108
23 C 2.14 1.19 1.90  C18 1.569, H19 1.110, C25 1.552, H28 1.101
24 Br 1.46 -1.42 3.25  C25 1.975
25 C 1.67 0.54 3.24  C23 1.552, Br24 1.975, O33 1.145
26 C 1.50 -1.88 -1.68  O6 1.428, H22 1.108, C38 1.564, H39 1.112
27 H 0.14 -0.08 -2.60  C13 1.114
28 H 2.87 0.57 1.35  C23 1.101
29 H -0.47 1.47 -1.06  C4 1.111
30 H -0.98 3.28 0.14  C5 1.110
31 N -2.38 -2.34 -2.07  C1 1.490, H9 1.017, H34 1.019
32 H -3.06 2.23 1.73  C35 1.101
33 O 1.48 1.16 4.18  C25 1.145
34 H -1.93 -1.47 -2.34  N31 1.019
35 C -2.08 1.85 1.41  C5 1.564, H8 1.107, H16 1.115, H32 1.101
36 H -1.35 -3.81 -0.90  C1 1.108
37 H -2.61 -2.85 -0.04  C1 1.108
38 C 0.76 -2.35 -0.39  C2 1.559, H3 1.107, H20 1.110, C26 1.564
39 H 2.39 -2.53 -1.77  C26 1.112

The highest occupied orbital energy comes out at -9.45 eV. The value obtained for the lowest unoccupied orbital energy is 0.625 eV. For the frontier orbital gap, the calculation gives 10.078 eV. Its total charge is 0. As for the electronic energy: -3361.9901 Ha. As for the SMILES: CCO[C@H](CC(=O)Br)OCCOCCCCN.

F_max (eV/A)
1.12; 3.60